No. 1
8
Properties=species:S:1:pos:R:3:forces:R:3 method="wB97M-V/def2-TZVPD" homo_lumo_gap_ev=6.883 charge=-1 de_lowest_ev=0.574 spin_multiplicity=1 smiles=CC[O-]
C -0.42159 0.07857 -0.56761 -0.2 -2.5 -2.5
O -1.26087 1.08096 -0.59775 0.1 0.9 0.3
C 0.53992 -0.04336 0.67229 -3.1 1.6 -1.3
H 0.22799 -0.09013 -1.56543 0.0 0.8 1.1
H -0.99170 -0.94374 -0.75340 0.5 0.4 1.0
H 1.40662 0.50273 0.44680 1.4 0.6 0.2
H 0.62475 -1.02012 0.98565 0.9 -2.4 0.5
H -0.12511 0.43509 1.37944 0.4 0.5 0.7

=====

No. 2
58
Properties=species:S:1:pos:R:3:forces:R:3 method="wB97M-V/def2-TZVPD" homo_lumo_gap_ev=8.658 charge=0 de_lowest_ev=1.405 spin_multiplicity=1 smiles="CCc1ccc(NC(=O)C[C@H]2C(=O)N(c3ccc(OC)cc3)C(=O)N2CCOC)cc1"
C 3.38009 -2.90108 -4.54084 -0.1 -0.2 0.1
H 4.32378 -2.76328 -4.01764 0.1 0.0 0.0
H 3.21481 -2.03570 -5.17857 0.0 0.1 -0.1
H 3.45708 -3.78577 -5.16875 0.1 -0.1 -0.1
C 2.23519 -3.05336 -3.53777 0.2 0.1 -0.1
C 2.11807 -1.83370 -2.66998 0.0 -0.1 0.1
C 2.65881 -1.80253 -1.39267 -0.1 0.0 -0.2
C 2.55482 -0.68013 -0.59094 0.1 0.1 0.2
C 1.89442 0.44374 -1.06885 0.1 -0.3 -0.1
C 1.36849 0.43415 -2.35830 0.1 0.0 0.0
C 1.48174 -0.69265 -3.14461 0.1 0.0 0.1
H 1.05778 -0.69242 -4.13828 -0.1 0.0 -0.1
H 0.84891 1.30673 -2.72884 -0.1 0.1 0.0
N 1.68149 1.59760 -0.29557 0.0 0.2 -0.4
C 1.72911 1.71115 1.05682 0.0 0.7 0.1
O 2.25068 0.91921 1.80962 0.1 -0.3 0.2
C 0.96249 2.92839 1.57848 0.0 -0.3 0.0
H 1.00572 3.76578 0.88261 0.0 0.0 0.0
H 1.37538 3.23040 2.54069 0.0 0.0 -0.1
C -0.51408 2.50229 1.75280 0.1 0.3 -0.1
N -0.68005 1.36089 2.60842 0.0 0.2 0.1
C -1.04698 0.25147 1.92479 -0.2 0.0 0.1
O -1.23953 -0.84689 2.37202 0.0 -0.3 0.0
N -1.22082 0.63760 0.57296 -0.1 -0.2 -0.1
C -1.00867 1.97178 0.40820 -0.1 0.3 0.3
O -1.10673 2.61599 -0.60995 0.0 0.1 -0.1
C -1.40795 -0.28378 -0.48902 -0.2 -0.2 -0.3
C -2.14604 0.07352 -1.60551 0.1 0.0 0.3
C -2.24404 -0.79108 -2.68234 0.0 -0.3 -0.3
C -1.61109 -2.02783 -2.64486 0.0 0.1 0.2
C -0.89590 -2.39096 -1.50208 -0.2 0.0 -0.2
C -0.78562 -1.52755 -0.43708 -0.1 0.0 -0.1
H -0.21929 -1.81300 0.43318 0.1 0.0 0.1
H -0.41734 -3.35619 -1.48087 0.1 -0.1 0.0
O -1.61897 -2.93997 -3.65444 0.2 -0.1 0.2
C -2.31778 -2.63028 -4.83620 -0.1 0.0 -0.2
H -1.91232 -1.73593 -5.32046 0.0 0.0 0.0
H -3.38634 -2.48773 -4.64703 0.0 0.0 0.0
H -2.18139 -3.48818 -5.49288 0.0 0.1 0.0
H -2.81598 -0.48141 -3.54235 0.0 0.0 -0.1
H -2.63198 1.03450 -1.64833 0.0 0.1 0.0
C -0.35367 1.32303 4.01008 -0.1 0.0 0.4
H -0.30612 0.26638 4.28224 0.1 0.1 0.0
H 0.62693 1.77534 4.18081 0.0 -0.1 0.0
C -1.41500 2.04761 4.85886 0.1 -0.1 -0.2
O -1.05557 2.17278 6.20900 0.1 0.2 0.0
C -1.09086 0.96961 6.94221 0.0 0.0 0.0
H -2.05323 0.46051 6.81731 0.0 0.0 0.0
H -0.96125 1.24898 7.98600 0.0 -0.1 0.0
H -0.28650 0.28763 6.65016 0.0 0.0 0.0
H -1.53389 3.07524 4.50311 -0.1 -0.1 -0.1
H -2.37729 1.52287 4.75755 0.1 0.1 0.0
H -1.10940 3.35733 2.09189 0.0 -0.1 -0.2
H 1.20609 2.33280 -0.80387 0.0 -0.1 0.2
H 2.96543 -0.67841 0.40467 0.0 0.0 0.0
H 3.16514 -2.67582 -1.00772 0.1 -0.1 0.0
H 1.29785 -3.20688 -4.07671 0.0 -0.1 0.1
H 2.41728 -3.93162 -2.91597 -0.1 0.0 0.0

=====

No. 3
18
Properties=species:S:1:pos:R:3:forces:R:3 method="wB97M-V/def2-TZVPD" homo_lumo_gap_ev=8.812 charge=0 de_lowest_ev=2.940 spin_multiplicity=1 smiles="C=CCNC=C.O"
C -0.16030 2.39033 -0.92166 1.2 0.0 1.5
C -0.18450 1.05386 -0.75728 -1.2 0.4 -2.4
N -1.11154 0.31792 -0.06700 -0.2 -0.6 1.0
C -1.15975 -1.14503 -0.02249 -0.2 -0.2 -0.2
C 0.60130 -2.17303 -1.41342 -0.4 0.4 0.2
C 0.18180 -1.78955 -0.21413 -0.1 -0.6 -0.1
H -0.41487 3.06936 -0.11403 -0.8 0.0 -0.2
H 0.58761 2.81353 -1.57675 -0.1 -0.2 -0.3
H 0.31016 0.52345 -1.57347 0.4 -0.3 0.6
H -2.04479 0.67493 0.04591 0.3 0.7 0.1
H -1.60563 -1.44563 0.93238 0.3 0.1 0.1
H -1.86870 -1.54256 -0.76695 0.3 0.2 -0.2
H 1.58709 -2.58422 -1.59349 -0.2 -0.1 0.0
H -0.09474 -1.99864 -2.23172 0.4 -0.1 -0.3
H 0.75260 -2.02340 0.67217 0.3 0.3 0.1
H 2.19316 1.49628 2.84248 0.1 -0.3 -0.1
H 0.88192 1.48527 3.54901 -0.2 -0.2 0.1
O 1.54918 0.87713 3.21043 0.1 0.5 0.0

=====

No. 4
75
Properties=species:S:1:pos:R:3:forces:R:3 method="wB97M-V/def2-TZVPD" homo_lumo_gap_ev=8.199 charge=-1 de_lowest_ev=5.796 spin_multiplicity=1
Br -0.73264 0.64902 0.48238 -0.2 -0.2 0.1
C -4.26593 2.48019 -2.24757 1.7 1.9 0.8
O -3.70857 3.38033 -2.81270 1.0 1.0 -1.4
N -3.70694 1.64274 -1.37887 1.7 -1.9 1.5
N -5.56571 2.36363 -2.26350 -3.7 -0.9 -0.3
H -2.71467 1.66243 -1.19149 -0.1 0.3 -0.2
H -4.26266 1.19703 -0.66289 0.2 0.0 -0.3
H -5.91172 1.78913 -1.50831 -1.0 0.3 -0.6
H -6.05738 3.11466 -2.72645 -0.2 -0.4 0.5
C -1.25008 0.93324 -3.91426 0.5 5.4 2.3
O -1.37143 2.15648 -3.77227 -0.6 -1.8 -0.6
N -1.67265 0.29347 -4.93686 -2.4 -2.3 -5.2
N -0.64303 0.17878 -3.03766 1.7 -2.1 2.2
H -2.28740 0.82611 -5.53559 0.3 -0.4 -0.1
H -1.47864 -0.67910 -5.12808 -0.2 0.4 0.0
H -0.67221 -0.81498 -3.21566 0.2 0.1 0.8
H -0.46020 0.56713 -2.12341 0.1 -0.4 0.0
C -4.33581 -1.17709 0.08374 -3.5 -0.8 0.1
O -5.55788 -1.30673 -0.12828 0.9 0.0 -0.9
N -3.35259 -1.52868 -0.73375 0.2 -1.2 -2.4
N -3.92227 -0.76995 1.24695 2.3 1.4 3.0
H -2.38777 -1.23502 -0.67900 -0.2 0.3 0.2
H -3.73316 -1.80668 -1.62705 0.5 0.1 -0.1
H -2.91811 -0.67226 1.29412 0.0 0.3 0.5
H -4.47401 -0.46733 2.03695 -0.3 -0.1 -0.8
C -1.26695 -1.29155 4.54315 -4.4 -4.6 3.0
O -1.61844 -2.19843 5.32272 0.0 0.1 0.0
N -2.02919 -0.86104 3.58892 -2.4 1.1 -3.2
N -0.19975 -0.65852 4.69570 5.5 2.9 0.6
H -1.60660 -0.26430 2.89220 -0.6 0.2 -0.3
H -3.01727 -1.06976 3.57368 0.6 -0.3 -0.1
H 0.01226 -0.01904 3.94323 1.0 0.4 0.8
H 0.30163 -0.87410 5.54555 0.5 0.4 -0.6
C 1.45289 3.23498 -2.55556 -7.0 3.7 -3.7
O 0.25801 3.63674 -2.76283 3.6 0.4 0.2
N 2.49141 3.47966 -3.32836 2.5 0.5 -1.1
N 1.63243 2.44117 -1.59534 1.6 -3.5 4.5
H 2.44990 4.06022 -4.15378 0.0 -0.3 0.5
H 3.32050 2.98855 -3.02585 0.2 0.5 -0.9
H 0.77834 2.13948 -1.14855 0.4 -0.2 0.5
H 2.56551 2.12699 -1.37005 -0.6 -0.4 0.5
C 4.15249 3.05958 1.11452 -0.1 0.0 0.0
C 2.95029 2.13657 1.53376 1.4 0.2 -1.0
C 3.33652 1.26409 2.76089 -0.4 0.5 0.6
O 4.63789 0.66933 2.79272 -0.2 0.8 -0.8
C 5.02106 -0.07434 1.60803 -1.5 0.5 1.2
N 1.68237 2.84126 1.73199 0.0 -0.7 0.8
H 3.87525 3.93491 0.52713 -0.6 -0.1 -0.1
H 4.87900 2.53272 0.49590 -0.1 -0.2 0.0
H 4.76108 3.49575 1.90666 -0.3 -0.3 0.6
H 2.75438 1.45751 0.70394 0.5 -0.4 -0.3
H 2.62563 0.50033 3.07621 -0.5 -0.5 -1.1
H 3.18463 1.91729 3.62017 0.9 0.5 0.2
H 4.17909 -0.69059 1.29274 0.0 -0.7 0.3
H 5.87422 -0.63174 1.99468 0.1 0.0 -0.9
H 5.14061 0.56882 0.73616 0.9 0.1 0.2
H 1.39490 3.40919 0.94782 0.8 0.6 -0.3
H 1.05884 2.07201 1.53311 -1.0 -0.2 0.7
C 0.79944 -2.65335 2.28492 0.8 -0.2 -2.3
C 1.25908 -3.04753 0.76476 -0.9 0.5 0.3
C 0.03925 -3.56729 -0.07185 0.5 1.0 0.3
O 0.40113 -3.75526 -1.46602 0.1 -0.7 1.1
C 0.09515 -5.07372 -1.85270 0.2 -0.4 0.1
N 1.69473 -1.82400 0.05400 0.5 -0.6 1.7
H 0.50487 -1.60706 2.20362 -0.3 -0.1 0.1
H 1.63162 -2.67346 2.98861 0.1 -0.2 -0.2
H -0.02019 -3.27723 2.64139 0.0 0.1 0.0
H 2.09180 -3.75053 0.74325 -0.1 -0.2 0.2
H -0.66908 -2.73884 -0.07936 -0.2 0.1 0.2
H -0.50795 -4.40178 0.36667 0.3 -0.4 -0.2
H 0.52718 -5.85258 -1.22434 0.4 0.1 0.6
H 0.53787 -5.28498 -2.82608 -0.6 0.3 -0.3
H -0.97685 -5.24048 -1.74734 -0.2 -0.1 -0.7
H 0.82434 -1.31959 -0.03591 0.3 0.8 -0.8
H 2.17821 -2.04253 -0.80541 -0.6 0.1 -0.2